# 1
{
  "formula": "C3H11NOS2",
  "method": "wB97M-V/def2-TZVPD",
  "species": ["C", "C", "N", "C", "S", "S", "H", "H", "H", "H", "H", "H", "H", "H", "H", "O", "H", "H"],
  "positions_angstrom": [[3.15463, -0.64764, -0.31827], [1.66293, -0.97983, -0.17542], [1.29675, -1.17324, 1.21710], [0.79200, -0.06127, -1.00886], [-0.96322, -0.55503, -0.62520], [-1.94944, 1.30752, -0.91146], [3.29528, 0.43908, -0.06265], [3.75732, -1.24538, 0.40008], [3.55923, -0.89592, -1.38778], [1.58764, -1.92251, -0.71408], [1.75328, -1.99038, 1.68102], [1.55329, -0.41775, 1.81798], [0.93691, 1.03420, -0.56101], [0.84537, -0.11063, -2.03862], [-2.18756, 1.58163, 0.34865], [-1.08820, 1.10609, 2.57588], [-1.38628, 0.42957, 3.22539], [-1.14100, 0.55461, 1.76608]],
  "atomic_forces_ev_per_a": [[0.954, 0.522, -1.122], [1.767, -1.404, -0.907], [-0.307, -1.199, 0.560], [-1.275, 2.641, 4.834], [-0.336, 1.404, -0.232], [0.379, -1.093, -0.972], [0.201, -0.906, -0.418], [-0.432, 0.327, -0.488], [-0.720, 0.754, 1.861], [-0.311, -0.658, 0.483], [-0.508, 0.759, -1.166], [0.034, 0.949, 0.064], [-0.438, -2.082, -1.369], [0.888, -0.055, -1.965], [-0.054, 0.217, 0.857], [-0.546, -1.468, 0.023], [0.325, 0.887, -0.293], [0.380, 0.406, 0.251]],
  "lowdin_charge": [-0.09, -0.59, 0.01, -0.48, 0.45, 0.35, 0.08, 0.07, 0.11, 0.12, 0.10, 0.06, 0.12, 0.04, -0.25, -0.11, 0.06, -0.05],
  "e_homo_ev": -8.9,
  "energy_ha": -1047.2412,
  "orbital_gap_ev": 9.4427,
  "spin_multiplicity": 1,
  "smiles": "C[C@@H](N)CSS.O",
  "de_lowest_kcal_mol": 16.4
}

# 2
{
  "formula": "C3H11NOS2",
  "method": "wB97M-V/def2-TZVPD",
  "species": ["C", "S", "S", "C", "C", "N", "H", "H", "H", "H", "H", "H", "H", "H", "H", "O", "H", "H"],
  "positions_angstrom": [[-2.15304, 1.70552, 1.53051], [-0.54484, 1.84233, 0.52800], [-1.23011, 0.98358, -1.21094], [-1.10139, -0.86371, -1.49802], [0.29717, -1.39153, -1.24045], [0.68099, -1.28778, 0.14142], [-2.78525, 2.56569, 1.28327], [-1.80315, 1.76106, 2.55846], [-2.70603, 0.84484, 1.15000], [-1.71263, -1.34194, -0.73981], [-1.38971, -1.07064, -2.50800], [0.22354, -2.42701, -1.57148], [1.00893, -0.82402, -1.84179], [1.31735, -1.84443, 0.67674], [0.11786, -0.73771, 0.76684], [3.89735, 0.34809, 0.61027], [3.37811, 0.83916, 1.24283], [4.50485, 0.89850, 0.12217]],
  "atomic_forces_ev_per_a": [[0.880, 0.993, -1.166], [-1.357, -1.132, 0.278], [-0.319, 0.446, -1.512], [1.299, 0.776, 2.758], [0.303, -0.105, 0.040], [-0.679, 0.499, 1.087], [0.309, 0.018, 0.194], [-0.550, -0.481, 0.135], [0.429, -0.237, 0.723], [-0.602, -0.214, -0.314], [-0.456, 0.342, -0.507], [0.527, -0.258, -0.095], [0.056, -0.241, -0.445], [0.257, -0.492, -0.805], [-0.104, 0.102, -0.346], [-0.008, -1.131, -0.126], [0.072, 0.553, -0.081], [-0.057, 0.562, 0.181]],
  "lowdin_charge": [-0.42, 0.39, 0.44, -0.48, -0.37, -0.02, 0.02, 0.02, 0.01, 0.06, 0.07, 0.11, 0.10, 0.07, 0.01, -0.06, 0.02, 0.03],
  "e_homo_ev": -8.4,
  "energy_ha": -1047.2282,
  "orbital_gap_ev": 8.9598,
  "spin_multiplicity": 1,
  "smiles": "CSSCCN.O",
  "de_lowest_kcal_mol": 24.6
}

# 3
{
  "formula": "C3H11NOS2",
  "method": "wB97M-V/def2-TZVPD",
  "species": ["C", "N", "C", "C", "S", "S", "H", "H", "H", "H", "H", "H", "H", "H", "H", "O", "H", "H"],
  "positions_angstrom": [[-1.85777, 1.21105, -2.74237], [-0.94975, 0.55462, -1.76828], [-1.28734, 0.84892, -0.37989], [-0.13757, 0.58520, 0.61997], [0.49230, -1.09552, 0.67916], [-1.39800, -1.97814, 1.19571], [-2.40187, 0.49114, -3.35386], [-2.37641, 2.02812, -2.24339], [-1.21582, 1.77523, -3.42662], [-1.05480, -0.44622, -1.89885], [-2.30583, 0.58337, -0.07212], [-1.22247, 1.94830, -0.29567], [0.68276, 1.13541, 0.13514], [-0.41967, 1.01285, 1.57745], [-0.92866, -2.50406, 2.33437], [5.08642, 2.29016, 0.22213], [5.03090, 1.36657, 0.48574], [5.12745, 2.77862, 1.05878]],
  "atomic_forces_ev_per_a": [[1.792, 0.631, 0.057], [-0.632, -0.731, 0.246], [0.753, 1.709, 0.126], [-0.139, -0.010, -1.498], [-1.467, -0.498, 0.351], [1.215, 0.014, -0.127], [-0.558, 0.289, 0.388], [-0.892, -0.488, -0.045], [-0.005, -0.195, -0.291], [0.318, 0.003, 0.007], [0.213, -0.432, 0.189], [-0.703, -0.064, -0.291], [0.064, -0.014, 0.563], [0.246, -0.201, 0.232], [-0.196, -0.009, 0.091], [0.002, 0.188, 0.385], [0.001, -0.012, -0.029], [-0.011, -0.180, -0.353]],
  "lowdin_charge": [-0.11, -0.13, -0.37, -0.62, 0.46, 0.33, 0.08, 0.07, 0.07, 0.08, 0.10, 0.11, 0.07, 0.07, -0.22, -0.07, 0.03, 0.04],
  "e_homo_ev": -8.8,
  "energy_ha": -1047.2289,
  "orbital_gap_ev": 9.0639,
  "spin_multiplicity": 1,
  "smiles": "CNCCSS.O",
  "de_lowest_kcal_mol": 24.1
}

# 4
{
  "formula": "C3H11NOSi",
  "method": "wB97M-V/def2-TZVPD",
  "species": ["C", "N", "Si", "C", "O", "C", "H", "H", "H", "H", "H", "H", "H", "H", "H", "H", "H"],
  "positions_angstrom": [[1.00409, -0.50237, 2.20973], [1.35418, -0.73771, 0.80760], [-0.14994, -0.50048, -0.32139], [0.73944, -0.75527, -1.99940], [-1.56679, 0.39917, -0.86431], [-2.10638, 1.69691, -0.43954], [0.73052, 0.49541, 2.48114], [0.32130, -1.31245, 2.61054], [1.84876, -0.60177, 2.94290], [2.21625, -0.19286, 0.61409], [-0.61828, -1.80376, 0.03245], [0.03102, -0.80539, -2.82106], [1.27075, 0.22892, -2.27093], [1.47734, -1.57722, -1.94858], [-1.62122, 2.53567, -0.97561], [-1.78529, 1.83608, 0.56044], [-3.14575, 1.59714, -0.61806]],
  "atomic_forces_ev_per_a": [[0.995, -1.793, 2.055], [-1.470, 2.308, -0.487], [1.470, -1.172, -2.440], [0.654, 2.105, 0.332], [1.896, 0.419, 1.558], [2.294, -1.218, -1.063], [-1.073, 0.680, -0.135], [0.162, 1.212, -0.735], [0.035, -0.380, -1.018], [-0.884, -0.355, -0.199], [-1.115, -0.544, 0.585], [-0.156, -0.627, 0.020], [-0.280, -1.334, 0.527], [-0.493, 0.425, -0.215], [-0.516, -0.489, -0.279], [-0.544, 0.285, 1.329], [-0.974, 0.476, 0.167]],
  "lowdin_charge": [-0.27, -0.20, 0.61, -0.22, -0.34, -0.11, 0.04, 0.09, 0.07, 0.07, -0.01, 0.01, 0.04, 0.02, 0.09, 0.05, 0.07],
  "e_homo_ev": -9.4,
  "energy_ha": -540.3634,
  "orbital_gap_ev": 9.7388,
  "spin_multiplicity": 1,
  "smiles": "CN[Si@H](C)OC",
  "de_lowest_kcal_mol": 17.5
}